1.
Computed, not measured: a 2-piece molecular cluster, C17H19NO overall in a non-equilibrium geometry, with the ωB97M-V functional and the def2-TZVPD basis.

XYZ file:
```
38
C17H19NO the ωB97M-V functional and the def2-TZVPD basis
C 0.62 2.35 1.91
C 1.78 1.47 2.15
C 2.72 1.82 3.05
N 3.81 0.89 3.08
C 3.52 -0.01 2.14
C 4.25 -1.22 1.66
C 3.73 -1.90 0.54
C 2.51 -1.60 -0.03
C 1.76 -0.51 0.35
C 2.31 0.32 1.41
H 0.71 2.88 0.93
H 0.57 3.06 2.75
H -0.28 1.74 1.96
H 2.89 2.60 3.86
H 4.53 0.72 3.78
H 5.22 -1.43 2.08
H 4.09 -2.94 0.18
H 2.22 -2.30 -0.82
H 0.90 -0.15 -0.16
C -3.51 -0.73 0.97
C -2.19 -0.87 0.31
C -2.26 -0.52 -1.19
C -1.21 -0.82 -2.05
C -1.24 -0.48 -3.43
C -2.30 0.38 -3.80
O -2.27 1.11 -4.97
C -3.44 0.57 -3.07
C -3.42 0.18 -1.69
H -4.23 -1.44 0.34
H -3.96 0.27 0.87
H -3.49 -1.10 1.94
H -1.27 -0.35 0.66
H -1.89 -1.87 0.47
H -0.30 -1.30 -1.79
H -0.43 -0.78 -4.09
H -1.76 0.76 -5.77
H -4.32 0.99 -3.44
H -4.37 0.22 -1.13
```

E ... -789.11306 Eh
Energy relative to the best compared isomer or geometry (same formula, charge and spin) ... 325.7 kJ/mol
Spin multiplicity ... 1
SMILES string ... Cc1c[nH]c2ccccc12.CCc1ccc(O)cc1
Maximum force ... 5.59 eV Å⁻¹

Atomic partial charges in e from the Löwdin method, atoms 1 to 5:
1. C -0.059
2. C -0.267
3. C -0.056
4. N 0.057
5. C -0.216



2.
Computed, not measured: C41H58CoN7O6S as an isolated structure, with the ωB97M-V functional and the def2-TZVPD basis.

XYZ file:
```
114
C41H58CoN7O6S the ωB97M-V functional and the def2-TZVPD basis
Co -0.13 -0.10 0.17
C 1.19 -1.10 7.86
O 0.34 -0.97 6.72
C 0.91 -0.93 5.50
C 2.30 -1.00 5.29
C 2.77 -0.95 4.00
C 1.93 -0.84 2.87
C 2.47 -0.84 1.53
C 3.95 -0.75 1.29
O 1.76 -0.90 0.52
C 0.50 -0.76 3.09
O -0.37 -0.64 2.16
C 0.05 -0.80 4.43
H 0.54 -1.12 8.72
H 1.87 -0.25 7.94
H 1.77 -2.02 7.81
H 3.00 -1.10 6.11
H 3.84 -1.01 3.86
H 4.58 -1.15 2.08
H 4.17 0.31 1.16
H 4.18 -1.26 0.35
H -1.02 -0.72 4.61
C -1.99 4.19 5.58
C -2.89 3.89 4.38
C -4.08 3.06 4.87
C -3.40 5.21 3.79
C -2.14 3.14 3.29
C -0.76 3.01 3.27
C -0.14 2.30 2.25
N -0.81 1.73 1.25
C -2.14 1.88 1.24
C -2.83 2.56 2.22
C -2.83 1.20 0.11
C -4.08 1.58 -0.33
C -4.70 0.91 -1.39
C -4.00 -0.16 -1.93
C -2.75 -0.49 -1.43
N -2.16 0.19 -0.45
C -6.08 1.33 -1.87
C -7.10 0.94 -0.78
C -6.46 0.63 -3.18
C -6.12 2.85 -2.09
H -2.58 4.64 6.38
H -1.19 4.89 5.32
H -1.53 3.28 5.97
H -4.59 3.58 5.68
H -3.75 2.08 5.24
H -4.82 2.89 4.08
H -3.91 5.79 4.56
H -4.09 5.04 2.97
H -2.56 5.81 3.41
H -0.14 3.42 4.06
H 0.93 2.16 2.24
H -3.91 2.62 2.17
H -4.58 2.41 0.15
H -4.40 -0.75 -2.74
H -2.18 -1.32 -1.84
H -7.08 -0.13 -0.60
H -8.11 1.21 -1.10
H -6.89 1.45 0.16
H -6.59 -0.44 -3.04
H -5.71 0.80 -3.95
H -7.41 1.04 -3.54
H -5.97 3.40 -1.17
H -7.09 3.14 -2.50
H -5.35 3.16 -2.80
N -0.87 -2.47 0.12
C -1.12 -3.32 0.86
N -1.42 -4.24 1.75
C -2.13 -5.47 1.39
C -3.10 -5.80 2.52
O -2.44 -5.86 3.76
C -1.83 -4.62 4.10
C -0.78 -4.25 3.07
H -1.42 -6.28 1.28
H -2.67 -5.32 0.46
H -3.55 -6.77 2.35
H -3.89 -5.04 2.55
H -1.37 -4.74 5.08
H -2.59 -3.83 4.15
H 0.02 -5.00 3.08
H -0.36 -3.27 3.28
C 3.19 -0.51 -3.00
C 2.26 -1.62 -3.46
S 1.14 -2.05 -2.12
O 0.28 -0.81 -1.97
C 0.12 -3.26 -3.00
C 0.76 -4.65 -2.93
H 3.75 -0.11 -3.84
H 3.90 -0.87 -2.25
H 2.61 0.30 -2.55
H 2.80 -2.54 -3.71
H 1.65 -1.32 -4.31
H -0.02 -2.92 -4.02
H -0.83 -3.24 -2.47
H 1.74 -4.67 -3.41
H 0.13 -5.38 -3.42
H 0.89 -4.95 -1.89
C 3.78 4.05 -0.38
N 2.61 3.50 -1.06
C 2.12 4.06 -2.18
C 1.04 3.55 -2.80
C 0.48 2.36 -2.23
N 0.91 1.84 -1.10
C 1.97 2.40 -0.45
O 2.42 2.00 0.61
N -0.54 1.74 -2.87
H 4.11 4.95 -0.90
H 4.59 3.32 -0.37
H 3.54 4.29 0.66
H 2.63 4.94 -2.55
H 0.64 3.99 -3.70
H -0.80 2.06 -3.78
H -0.71 0.78 -2.62
```

Charge ... +1
E ... -4212.73978 Eh
Energy relative to the best compared isomer or geometry (same formula, charge and spin) ... 47.3 kJ/mol
Expectation value of S² ... 3.7564
Spin multiplicity ... 4
Maximum force ... 0.44 eV Å⁻¹

Atomic partial charges in e from the Löwdin method, atoms 1 to 5:
1. Co 0.737
2. C -0.073
3. O -0.072
4. C -0.285
5. C -0.028



3.
Computed, not measured: C4H6N2 as an isolated structure in a non-equilibrium geometry, with the ωB97M-V functional and the def2-TZVPD basis.

XYZ file:
```
12
C4H6N2 the ωB97M-V functional and the def2-TZVPD basis
C -1.67 -0.28 -0.07
N -0.33 0.08 0.34
C 0.57 -0.80 -0.28
C 1.75 -0.09 -0.35
N 1.63 1.11 0.27
C 0.37 1.18 0.67
H -0.96 -1.08 -0.93
H -2.41 -0.33 0.77
H -2.06 0.39 -0.83
H 0.51 -1.83 0.05
H 2.67 -0.38 -0.83
H -0.07 2.04 1.17
```

E ... -265.40943 Eh
Energy relative to the best compared isomer or geometry (same formula, charge and spin) ... 331.2 kJ/mol
Spin multiplicity ... 1
Maximum force ... 4.46 eV Å⁻¹

Atomic partial charges in e from the Löwdin method, atoms 1 to 5:
1. C -0.058
2. N -0.174
3. C -0.184
4. C -0.145
5. N 0.054



4.
Computed, not measured: C41H51FMoN5P as an isolated structure in a non-equilibrium geometry, with the ωB97M-V functional and the def2-TZVPD basis.

XYZ file:
```
100
C41H51FMoN5P the ωB97M-V functional and the def2-TZVPD basis
Mo -0.33 0.21 -0.02
C -2.02 -2.28 -1.80
C -3.24 -1.40 -1.55
C -2.99 -0.03 -2.08
C -3.94 0.53 -2.93
C -3.69 1.73 -3.57
C -2.47 2.33 -3.35
C -1.59 1.74 -2.47
N -1.81 0.58 -1.81
N -1.01 -2.16 -0.75
C 0.20 -2.86 -1.22
C 1.27 -2.80 -0.18
C 2.20 -3.82 -0.04
C 3.10 -3.75 1.02
C 3.02 -2.68 1.89
C 2.08 -1.69 1.66
N 1.22 -1.74 0.63
C -1.52 -2.82 0.47
C -2.19 -1.89 1.45
C -3.01 -2.44 2.42
C -3.54 -1.63 3.41
C -3.23 -0.28 3.38
C -2.43 0.20 2.36
N -1.92 -0.58 1.39
H -2.33 -3.33 -1.89
H -1.58 -1.99 -2.76
H -4.09 -1.83 -2.09
H -3.51 -1.38 -0.50
H -4.87 0.00 -3.09
H -4.42 2.16 -4.24
H -2.19 3.25 -3.85
H -0.66 2.23 -2.26
H -0.03 -3.90 -1.46
H 0.54 -2.37 -2.13
H 2.21 -4.65 -0.73
H 3.83 -4.54 1.17
H 3.67 -2.61 2.75
H 2.01 -0.84 2.31
H -2.21 -3.63 0.20
H -0.70 -3.28 1.01
H -3.20 -3.51 2.41
H -4.16 -2.05 4.19
H -3.59 0.40 4.13
H -2.19 1.25 2.31
C 3.50 0.76 0.27
C 3.20 0.06 -1.06
C 4.39 0.13 -2.01
P 1.55 0.71 -1.68
C 1.72 0.50 -3.53
C 0.85 1.40 -4.41
C 1.54 -0.96 -3.94
C 1.64 2.50 -1.45
C 2.57 3.32 -2.09
C 2.63 4.68 -1.86
C 3.65 5.55 -2.53
C 1.69 5.22 -0.98
C 0.75 4.44 -0.34
C 0.71 3.05 -0.54
N -0.19 2.21 0.13
C -0.82 2.80 1.29
C -0.06 2.93 2.47
C 1.41 2.63 2.57
C -0.68 3.41 3.62
C -2.02 3.79 3.65
C -2.66 4.30 4.91
C -2.72 3.75 2.45
C -2.15 3.27 1.28
C -2.97 3.34 0.02
H 4.27 0.21 0.82
H 2.62 0.83 0.90
H 3.88 1.77 0.09
H 3.01 -1.00 -0.85
H 4.62 1.16 -2.30
H 4.25 -0.48 -2.90
H 5.26 -0.25 -1.48
H 2.76 0.79 -3.70
H -0.18 1.04 -4.46
H 1.25 1.37 -5.43
H 0.86 2.44 -4.09
H 0.49 -1.26 -3.86
H 2.16 -1.63 -3.34
H 1.83 -1.09 -4.98
H 3.28 2.88 -2.79
H 4.23 5.00 -3.26
H 4.34 5.96 -1.79
H 3.18 6.40 -3.03
H 1.70 6.29 -0.79
H 0.03 4.90 0.32
H 1.84 2.36 1.61
H 1.57 1.80 3.26
H 1.93 3.50 2.96
H -0.09 3.49 4.53
H -2.16 3.92 5.79
H -3.71 4.02 4.95
H -2.61 5.39 4.93
H -3.74 4.11 2.42
H -3.86 3.94 0.20
H -3.30 2.35 -0.30
H -2.41 3.81 -0.78
F 0.42 0.35 1.76
```

Charge ... +2
E ... -2375.76628 Eh
Energy relative to the best compared isomer or geometry (same formula, charge and spin) ... 9.0 kJ/mol
Expectation value of S² ... 2.0653
Spin multiplicity ... 3
Maximum force ... 1.22 eV Å⁻¹

Atomic partial charges in e from the Löwdin method, atoms 1 to 5:
1. Mo 1.678
2. C -0.169
3. C -0.095
4. C -0.262
5. C 0.008



5.
Computed, not measured: a 6-piece molecular cluster, C2H16O6 overall in a non-equilibrium geometry, with the ωB97M-V functional and the def2-TZVPD basis.

XYZ file:
```
24
C2H16O6 the ωB97M-V functional and the def2-TZVPD basis
C 0.10 -1.51 1.54
O -1.07 -0.66 1.50
C 0.64 -1.64 0.15
H 0.74 -0.96 2.30
H -0.32 -2.38 2.03
H -0.80 0.28 1.27
H 0.73 -0.69 -0.43
H 1.57 -2.18 0.05
H -0.02 -2.21 -0.50
H 0.34 0.77 -1.98
H 1.21 1.22 -3.14
O 1.28 0.71 -2.32
H -1.98 -0.90 -0.03
H -3.47 -0.84 -0.17
O -2.66 -1.01 -0.68
H -1.92 0.45 -1.59
H -1.60 1.45 -0.54
O -1.24 1.16 -1.40
H 1.72 1.61 -0.80
H 3.14 1.32 -0.12
O 2.25 1.60 0.05
H 0.06 2.06 1.97
H 1.06 1.18 1.17
O 0.23 1.15 1.66
```

Charge ... +1
E ... -536.86216 Eh
Energy relative to the best compared isomer or geometry (same formula, charge and spin) ... 0.0 kJ/mol
Expectation value of S² ... 0.7541
Spin multiplicity ... 2
Maximum force ... 2.57 eV Å⁻¹

Atomic partial charges in e from the Löwdin method, atoms 1 to 5:
1. C -0.134
2. O 0.137
3. C -0.014
4. H 0.186
5. H 0.143



6.
Computed, not measured: a 3-piece molecular cluster, C3H12N2O2 overall in a non-equilibrium geometry, with the ωB97M-V functional and the def2-TZVPD basis.

XYZ file:
```
19
C3H12N2O2 the ωB97M-V functional and the def2-TZVPD basis
C -1.13 -1.89 0.57
C -0.07 -1.61 -0.44
N 1.20 -2.24 -0.12
C -0.16 -0.82 -1.51
N 0.95 -0.08 -2.06
H -1.96 -1.21 0.34
H -1.44 -2.93 0.60
H -0.82 -1.52 1.55
H 1.86 -1.68 -0.66
H 1.27 -3.19 -0.48
H -1.15 -0.42 -1.68
H 1.38 -0.70 -2.75
H 0.64 0.74 -2.56
O 3.72 3.40 1.26
H 4.06 4.04 0.63
H 4.41 3.09 1.84
O -3.91 2.13 1.87
H -4.03 3.03 1.55
H -4.80 1.86 2.07
```

E ... -381.44184 Eh
Energy relative to the best compared isomer or geometry (same formula, charge and spin) ... 191.9 kJ/mol
Spin multiplicity ... 1
SMILES string ... C/C(N)=C/N.O.O
Maximum force ... 2.65 eV Å⁻¹

Atomic partial charges in e from the Löwdin method, atoms 1 to 5:
1. C -0.063
2. C -0.397
3. N 0.050
4. C -0.180
5. N 0.011